ORCA calculation (the ωB97M-V functional and the def2-TZVPD basis) on a structure of composition C3H3N2O in a non-equilibrium geometry.

```
! wB97M-V def2-TZVPD RIJCOSX def2/J DEFGRID3
* xyz -1 1
C 1.740 -0.220 -0.107
C -0.702 0.595 0.389
C 0.494 0.220 -0.444
N 2.880 -0.392 0.059
N -0.769 -0.834 0.495
O -1.628 -1.409 -0.226
H -0.647 0.909 1.503
H -1.449 1.095 -0.199
H 0.082 0.037 -1.470
*
```

The total energy comes out at -300.76602 Eh. The calculation puts the HOMO-LUMO gap at 7.238 eV. The value obtained for the energy above the lowest of the compared OMol25 structures with the same formula, charge and spin is 0.4045 eV.

***

ORCA calculation (the ωB97M-V functional and the def2-TZVPD basis) on a cluster of 2 separate species, C3H3N2O2 in total in a non-equilibrium geometry.

```
! wB97M-V def2-TZVPD RIJCOSX def2/J DEFGRID3
* xyz -1 1
C 0.537 1.004 -2.502
C 0.267 0.623 -1.360
C -0.009 0.334 0.033
N 0.618 -0.728 0.669
N 0.046 -1.078 1.737
O -0.864 -0.396 2.256
O 0.548 -2.012 2.319
H 0.492 1.160 -3.577
H -1.578 -0.227 -0.120
H -0.057 1.319 0.543
*
```

The total energy comes out at -375.89759 Eh. The calculation puts the HOMO-LUMO gap at 7.946 eV. The value obtained for the energy above the lowest of the compared OMol25 structures with the same formula, charge and spin is 7.3326 eV.

***

ORCA calculation (the ωB97M-V functional and the def2-TZVPD basis) on a structure of composition C3H3N2O2S2 in a non-equilibrium geometry.

```
! wB97M-V def2-TZVPD RIJCOSX def2/J DEFGRID3
* xyz -1 3
C 1.486 0.076 0.099
C 1.270 -0.129 1.469
C 0.673 0.685 -0.810
N -1.083 -1.057 -0.425
N -2.121 -1.372 -0.107
O -1.411 1.762 -1.847
O -3.221 -1.574 0.187
S -0.080 0.539 2.167
S -0.817 1.359 -0.443
H 2.485 -0.297 -0.310
H 1.884 -0.747 1.978
H 0.935 0.756 -1.958
*
```

The total energy comes out at -1172.34467 Eh. The calculation puts the HOMO-LUMO gap (alpha / beta) at 5.325 / 6.096 eV.

***

ORCA calculation (the ωB97M-V functional and the def2-TZVPD basis) on the ion C3H3N2O3 with charge -1 in a non-equilibrium geometry.

```
! wB97M-V def2-TZVPD RIJCOSX def2/J DEFGRID3
* xyz -1 1
O 2.487 0.389 0.422
C 1.309 0.197 0.155
N 0.331 1.246 -0.010
C -0.967 0.719 -0.061
O -2.006 1.325 -0.205
C -0.838 -0.766 -0.149
O -1.364 -1.571 0.665
N 0.674 -0.947 -0.171
H 0.434 2.185 0.334
H -1.080 -1.067 -1.388
H 1.020 -1.710 0.408
*
```

The total energy comes out at -451.41908 Eh. The calculation puts the HOMO-LUMO gap at 7.598 eV. The value obtained for the energy above the lowest of the compared OMol25 structures with the same formula, charge and spin is 0.4253 eV.